15
Properties=species:S:1:pos:R:3:nbo_charge:R:1 method="wB97M-V/def2-TZVPD" lumo_ev="-8.09 / -8.67" s_squared=0.75 multiplicity=2 e_homo_ha="-0.630 / -0.693" e_tot_ev=-33076.938 e_above_lowest_kcal_mol=63.7 charge=+2
O -2.89 -2.22 1.09 -0.738
C -3.40 -1.67 0.12 0.809
O -2.80 -0.94 -0.69 -0.938
Li -2.68 0.78 -1.44 0.983
Ca -1.11 -1.25 0.68 1.839
C 1.58 -1.03 0.01 -0.582
C 1.66 -0.16 1.02 0.096
H 2.01 -2.03 -0.06 0.294
H 1.79 -0.38 2.08 0.248
O 0.85 2.77 -0.57 -0.652
C 0.58 1.59 -0.14 1.036
O -0.09 0.76 -0.82 -0.768
O 1.38 1.21 0.81 -0.455
H 1.71 2.83 -1.02 0.554
H 1.42 -0.26 -1.08 0.274